C28H32CrF7N6O8S as an isolated structure. Source: the OMol25 dataset; level of theory: the ωB97M-V functional and the def2-TZVPD basis.

XYZ file:
```
83
C28H32CrF7N6O8S (the ωB97M-V functional and the def2-TZVPD basis)
Cr -0.4951 0.3076 -0.3241
C -4.0817 -0.2795 0.3957
C -3.1244 0.6798 1.0909
N -1.7906 0.1363 1.4596
C -2.0414 -1.1242 2.1985
C -0.9882 -1.5998 3.1890
C -1.1504 1.1589 2.3090
C 0.3765 1.0724 2.3217
N 0.8964 0.6067 1.0490
C 2.2331 0.5428 0.9277
C 2.8185 -0.0405 -0.2272
F 2.0066 -0.6833 -1.1209
C 4.1695 -0.0661 -0.4921
F 4.5850 -0.6172 -1.6431
C 5.0888 0.4357 0.4094
C 4.5718 0.9247 1.5971
F 5.4247 1.3496 2.5369
C 3.2154 0.9778 1.8648
F 2.8749 1.4546 3.0840
H -4.9698 0.2807 0.1101
H -4.3974 -1.0997 1.0345
H -3.6321 -0.6806 -0.5059
H -3.6039 1.0452 2.0110
H -2.9512 1.5258 0.4260
H -2.2056 -1.9085 1.4564
H -2.9677 -0.9947 2.7746
H -0.0129 -1.7185 2.7346
H -1.3045 -2.5680 3.5712
H -0.9105 -0.9283 4.0381
H -1.5346 1.1149 3.3346
H -1.4081 2.1327 1.8910
H 0.7273 0.4053 3.1156
H 0.7510 2.0784 2.5442
H 6.1436 0.4272 0.2065
O 0.9091 5.5843 -2.5051
C 1.6527 4.6766 -3.1000
O 2.5509 4.9616 -3.8517
C 1.3556 3.2411 -2.8124
C 1.9384 2.1584 -3.4541
N 1.4645 1.0461 -2.8848
N 0.6065 1.3220 -1.9069
C 0.5126 2.6480 -1.8507
C -0.5024 3.1886 -0.9061
O -0.7875 4.3841 -0.8835
O -1.0253 2.2815 -0.1957
H 0.2025 5.2181 -1.8959
H 2.6579 2.1574 -4.2472
H 1.5530 0.0912 -3.2081
F -1.3542 2.0049 -3.8950
C -2.2789 1.0549 -4.0727
F -3.4445 1.5239 -3.6415
F -2.3840 0.8249 -5.3796
S -1.8126 -0.4588 -3.0818
O -2.7613 -1.4586 -3.4674
O -0.4313 -0.7456 -3.3693
O -2.0005 0.0485 -1.7195
C -3.6360 -5.3539 -4.2129
C -2.2140 -5.8846 -4.0631
N -1.3668 -4.9738 -3.3044
C -0.3198 -4.2592 -4.0061
C -0.8320 -3.4417 -5.1888
C -1.5908 -4.8858 -1.9875
O -2.4461 -5.5226 -1.3960
C -0.6902 -3.9999 -1.1651
C 0.2660 -4.5885 -0.3455
C 0.9963 -3.7630 0.4924
C 0.7561 -2.4026 0.4620
N -0.1842 -1.8226 -0.2931
C -0.9018 -2.6298 -1.0743
H -4.2055 -6.0005 -4.8757
H -3.6316 -4.3439 -4.6131
H -4.1192 -5.3364 -3.2405
H -1.7514 -6.0379 -5.0374
H -2.2428 -6.8405 -3.5300
H 0.4259 -4.9895 -4.3498
H 0.1612 -3.5778 -3.3029
H -1.1849 -4.0752 -5.9980
H -0.0253 -2.8162 -5.5620
H -1.6378 -2.7904 -4.8643
H 0.4106 -5.6568 -0.3539
H 1.7472 -4.1600 1.1571
H 1.3616 -1.7514 1.0712
H -1.6857 -2.1775 -1.6568
```

Output
electronic energy = -4158.43597 Ha
largest force on an atom = 2.5 eV/Å
frontier orbital gap (alpha / beta) = 6.49 / 8.03 eV
LUMO level (alpha / beta) = -2.24 / -0.88 eV
spin multiplicity = 2
<S²> = 0.844

=====

C28H32CsN4O4S2 as an isolated structure. Source: the OMol25 dataset; level of theory: the ωB97M-V functional and the def2-TZVPD basis.

XYZ file:
```
71
C28H32CsN4O4S2 (the ωB97M-V functional and the def2-TZVPD basis)
Cs -0.5947 0.7193 -1.3308
C -2.8684 -1.5366 0.9552
C -1.6616 -1.6648 0.0693
N -0.5196 -1.4127 0.6215
N 0.5605 -1.4111 -0.2852
C 1.6753 -0.8839 0.1411
S 2.8639 -0.3365 -0.9795
S 2.0475 -0.4625 1.8303
C 1.3142 -1.7517 2.8798
C 1.7727 -3.1370 2.5308
C 0.8972 -4.0421 1.9420
C 1.3212 -5.3198 1.6095
C 2.6281 -5.7070 1.8614
C 3.5088 -4.8071 2.4444
C 3.0834 -3.5324 2.7726
C -1.9129 -2.0675 -1.3538
C -1.5126 -3.3396 -1.7446
C -1.7966 -3.8429 -3.0013
C -2.4828 -3.0318 -3.9023
C -2.8666 -1.7553 -3.5589
C -2.6121 -1.2128 -2.2703
O -2.9095 0.0092 -1.9797
H -3.4049 -0.6118 0.7291
H -2.5655 -1.5368 2.0021
H -3.5683 -2.3546 0.7819
H 0.2287 -1.7011 2.8748
H 1.6783 -1.4837 3.8767
H -0.1171 -3.7294 1.7288
H 0.6299 -6.0078 1.1397
H 2.9614 -6.7023 1.5964
H 4.5344 -5.0996 2.6318
H 3.7815 -2.8238 3.2024
H -0.9519 -3.9362 -1.0323
H -1.4772 -4.8382 -3.2827
H -2.7074 -3.4051 -4.8968
H -3.3864 -1.1188 -4.2661
C -1.6252 2.3132 -4.2668
O -0.3278 2.0106 -3.7915
C 0.7420 2.7384 -4.3302
C 0.8592 4.1422 -3.7483
O 0.9091 4.1872 -2.3448
C 2.0509 3.5764 -1.7563
C 2.3224 4.2141 -0.4042
O 1.3864 3.8722 0.5983
C 0.1920 4.6324 0.5862
H -1.6579 2.1878 -5.3559
H -1.9181 3.3377 -4.0108
H -2.3139 1.6119 -3.7855
H 0.6429 2.8255 -5.4236
H 1.6383 2.1541 -4.1127
H -0.0029 4.7492 -4.0330
H 1.7550 4.6180 -4.1808
H 2.9200 3.7303 -2.4115
H 1.9255 2.4982 -1.5994
H 2.3780 5.3080 -0.4996
H 3.2900 3.8463 -0.0558
H 0.4135 5.6999 0.7199
H -0.4149 4.2775 1.4174
H -0.3648 4.5029 -0.3418
N -3.4884 -0.9496 5.0286
C -2.6454 -0.2822 4.6211
C -1.6072 0.5568 4.1210
C -0.4454 0.7749 4.8633
C 0.5228 1.5937 4.3191
C 0.3011 2.1503 3.0629
N -0.8137 1.9579 2.3646
C -1.7476 1.1754 2.8776
H -0.3152 0.3042 5.8281
H 1.4530 1.7840 4.8346
H 1.0563 2.7616 2.5846
H -2.6409 1.0143 2.2877
```

Output
electronic energy = -2422.64565 Ha
largest force on an atom = 2.7 eV/Å
frontier orbital gap = 6.06 eV
LUMO level = 1.92 eV
charge = -1
ΔE to the lowest compared entry with this formula, charge and spin = 0.3529 eV

=====

C28H32FN3OSiY as an isolated structure. Source: the OMol25 dataset; level of theory: the ωB97M-V functional and the def2-TZVPD basis.

XYZ file:
```
67
C28H32FN3OSiY (the ωB97M-V functional and the def2-TZVPD basis)
Y -0.4493 0.3583 -0.4012
C 3.8522 1.6572 1.0064
C 4.5209 1.7522 -0.2062
C 3.8354 1.5522 -1.3939
C 2.4750 1.2381 -1.3640
C 1.7752 1.0861 -0.1547
C 2.5004 1.3351 1.0131
C 1.7375 1.0334 -2.6520
C 2.2869 1.4909 -3.8798
C 1.6047 1.3083 -5.0384
C 0.3605 0.6343 -5.0299
C -0.3748 0.3829 -6.2111
C -1.5603 -0.2916 -6.1556
C -2.0469 -0.7435 -4.9108
C -1.3585 -0.5039 -3.7526
C -0.1387 0.2050 -3.7917
N 0.5441 0.4465 -2.6139
H 4.3894 1.8261 1.9315
H 5.5782 1.9818 -0.2310
H 4.3870 1.6300 -2.3207
H 2.0012 1.2583 1.9782
H 3.2299 2.0126 -3.8811
H 2.0036 1.6721 -5.9778
H 0.0218 0.7288 -7.1576
H -2.1176 -0.4912 -7.0603
H -2.9734 -1.3022 -4.8702
H -1.7342 -0.8888 -2.8105
C -3.0908 1.4928 -0.9056
Si -3.6527 -0.2729 -0.5196
C -4.6823 -0.8732 -1.9454
C -4.6567 -0.2304 1.0417
N -2.1520 -1.1110 -0.3304
C -1.9919 -2.4499 -0.0223
C -2.9645 -3.4468 0.1042
C -2.6131 -4.7562 0.4154
C -1.2892 -5.1238 0.6143
C -0.2891 -4.1612 0.5070
C -0.6913 -2.8910 0.2022
F 0.2792 -1.8778 0.0977
H -3.9458 2.0778 -1.2524
H -2.3898 1.5789 -1.7532
H -2.6924 2.0311 -0.0389
H -5.6216 -0.3145 -1.9919
H -4.9367 -1.9314 -1.8721
H -4.1636 -0.7170 -2.8935
H -5.5282 0.4204 0.9317
H -4.0517 0.1497 1.8696
H -5.0215 -1.2200 1.3233
H -4.0091 -3.2040 -0.0482
H -3.3932 -5.5010 0.4990
H -1.0296 -6.1462 0.8484
H 0.7597 -4.3851 0.6465
C -0.2886 0.5832 5.0926
N -0.4965 0.3957 3.6505
C -0.2517 -0.9215 3.0599
C -0.8979 1.3756 2.8592
C -1.2095 2.7414 3.3853
O -1.0191 1.1806 1.6209
H 0.2535 -0.2792 5.4664
H -1.2382 0.6584 5.6207
H 0.3134 1.4678 5.2830
H -0.0930 -1.6358 3.8616
H 0.6434 -0.8997 2.4348
H -1.1101 -1.2385 2.4688
H -1.2658 2.8110 4.4657
H -2.1582 3.0532 2.9518
H -0.4382 3.4220 3.0202
```

Output
electronic energy = -1753.34675 Ha
largest force on an atom = 0.9 eV/Å
frontier orbital gap = 7.39 eV
LUMO level = -2.89 eV
charge = +1
ΔE to the lowest compared entry with this formula, charge and spin = 0.0000 eV